A 5-piece molecular cluster, C56H56ClFN2O17S4 overall at a distorted geometry, computed with the ωB97M-V functional and the def2-TZVPD basis.

Last column: Löwdin charge in e.
Positions of all 137 atoms, in Å:
Cl 5.098 -1.382 2.406  0.547
S 0.645 -0.098 -3.836  0.658
S -1.090 6.434 -0.418  0.767
S 0.436 3.616 1.748  1.013
S -1.018 0.619 1.322  1.076
F 0.979 -1.606 -3.619  -0.120
O -2.926 2.644 -4.783  0.111
O -3.628 -2.324 -0.464  0.066
O -3.093 -7.269 0.998  0.086
O 1.102 7.885 1.038  -0.029
O -0.369 -1.032 -9.805  0.107
O -0.887 5.844 2.886  -0.062
O 0.800 -1.903 10.176  0.135
O -6.239 -0.831 -2.543  0.096
O -0.704 -0.062 -4.273  -0.245
O 2.862 3.661 -6.511  0.106
O 1.735 2.397 -11.529  0.111
O 1.647 0.446 -4.685  -0.249
O 0.289 -1.994 8.034  0.017
O 0.530 -11.076 1.638  0.114
O 2.770 7.030 -0.152  0.153
O 3.180 -3.477 -6.728  0.112
O -1.020 5.083 4.972  0.166
N -4.173 -3.703 1.323  0.044
N 1.469 2.192 1.576  -0.300
C 0.113 0.889 -0.006  -0.416
C 0.096 -8.779 1.366  0.026
C 2.603 3.370 -7.659  -0.380
C -5.476 -0.039 -3.057  -0.379
C -4.294 -2.530 0.519  -0.492
C -0.588 4.964 3.874  -0.551
C 5.193 -0.429 3.917  -0.577
C -2.263 -8.143 1.144  -0.367
C -4.012 -0.111 -2.822  0.035
C -0.575 -0.155 9.432  0.010
C 2.638 4.390 -8.737  0.019
C 2.353 4.072 -9.997  0.020
C 1.145 7.100 2.258  -0.323
C 1.285 1.198 2.597  -0.311
C 0.227 -1.410 9.259  -0.541
C -0.109 0.344 -1.260  -0.040
C 0.442 -1.592 -9.099  -0.403
C 0.854 0.587 -2.240  -0.262
C 1.598 7.173 -0.014  -0.550
C 1.530 -1.807 -6.912  0.024
C 2.138 0.102 4.576  -0.155
C 2.239 1.982 -8.041  0.032
C -5.343 -1.541 0.944  0.007
C -1.312 -2.400 2.332  -0.203
C 1.994 1.341 -1.988  -0.021
C 1.954 1.665 -9.302  0.033
C -5.978 1.043 -3.942  0.018
C -0.196 7.097 2.983  -0.106
C 1.278 -2.704 -9.621  0.023
C -0.816 -7.823 1.204  0.024
C 0.892 -1.765 5.706  -0.093
C -2.659 -9.567 1.270  0.023
C -1.236 -1.496 3.575  -0.147
C -2.051 -3.717 2.619  -0.175
C 0.368 -1.068 6.946  -0.181
C 3.269 -0.035 5.562  -0.145
C 2.169 -3.320 -8.848  0.023
C 0.627 6.568 -0.998  -0.414
C -3.182 0.765 -3.385  0.012
C -1.749 -10.523 1.432  0.025
C 1.254 1.652 0.271  -0.316
C 2.259 1.055 3.572  0.024
C 2.366 -2.919 -7.431  -0.374
C -0.299 -10.206 1.492  -0.384
C 0.291 3.786 3.531  -0.320
C 4.333 -1.027 5.040  -0.234
C -3.681 1.847 -4.269  -0.375
C 0.639 -1.192 -7.684  0.014
C -0.006 -0.611 3.614  -0.150
C -2.799 -4.215 1.380  -0.222
C 2.205 1.878 -0.723  0.034
C 1.990 2.684 -10.380  -0.379
C 2.342 7.501 3.133  0.000
C 0.171 0.365 2.624  -0.363
C -5.147 1.917 -4.503  0.020
C 0.993 -0.722 4.600  -0.099
H -1.292 -2.101 4.469  0.093
H -7.049 1.076 -4.100  0.119
H 2.221 1.254 -7.239  0.101
H 2.712 1.483 -2.780  0.120
H 1.243 3.968 4.030  0.109
H -0.616 -0.655 6.713  0.134
H 2.905 5.395 -8.438  0.120
H 1.687 -1.525 -5.884  0.075
H 0.225 -2.570 5.430  0.111
H -5.491 2.713 -5.151  0.120
H 3.116 1.710 3.524  0.122
H 2.373 4.800 -10.798  0.121
H -2.110 0.733 -3.230  0.065
H 3.847 -1.902 4.620  0.086
H -5.034 -0.541 0.666  0.082
H -4.794 -4.408 0.941  0.134
H -0.331 -2.608 1.906  0.127
H 0.618 7.122 -1.931  0.083
H 1.119 -2.976 -10.657  0.123
H 1.890 -2.166 5.859  0.116
H -2.855 -5.302 1.430  0.072
H -3.720 -9.776 1.222  0.123
H 1.319 6.068 1.961  0.086
H 2.787 -4.132 -9.208  0.121
H 0.018 0.723 9.180  0.093
H -0.817 7.878 2.554  0.137
H -2.779 -3.559 3.414  0.112
H -2.096 -0.825 3.560  0.120
H 1.156 -8.568 1.412  0.124
H -1.884 -1.922 1.547  0.052
H -1.213 5.113 -0.237  -0.161
H -1.443 -0.127 8.778  0.085
H 4.870 0.567 3.641  0.041
H 1.008 -0.219 7.172  0.120
H 5.012 -1.310 5.839  0.111
H 2.934 6.611 3.337  0.081
H 2.952 -0.379 6.539  0.100
H 0.022 -0.379 -7.320  0.127
H -3.669 -0.907 -2.173  0.091
H 2.991 8.203 2.627  0.088
H 6.232 -0.340 4.209  0.070
H -0.074 7.357 4.032  0.127
H 3.096 2.447 -0.510  0.128
H 0.981 5.568 -1.224  0.081
H -0.998 -0.242 -1.444  0.118
H 1.688 0.661 -9.600  0.100
H -2.014 -11.568 1.526  0.123
H 3.778 0.915 5.711  0.123
H -6.246 -1.773 0.377  0.090
H -0.871 -0.059 10.466  0.091
H -0.171 2.917 3.990  0.098
H 2.003 7.865 4.100  0.075
H -1.366 -4.507 2.929  0.106
H -0.550 -6.778 1.108  0.119
H -5.578 -1.630 1.998  0.075
H -2.218 -3.978 0.486  0.116

Results
structure (SMILES)	CC(=O)NCCCCc1c(CCOC(C)=O)c(CCCCl)cc2c1Sc1cc(S(=O)(=O)F)ccc1N2SCC(=O)OC[C@H](C)OC(=O)CS.O=C1C=CC(=O)C=C1.O=C1C=CC(=O)C=C1.O=C1C=CC(=O)C=C1.O=C1C=CC(=O)C=C1
multiplicity	1
maximum force	1.34	eV/A
E	-5708.75499	a.u.